The following is a quantum chemistry calculation of C4H6ClNOS in the gas phase at a distorted geometry, from the OMol25 dataset.

CARTESIAN COORDINATES (ANGSTROEM)
1 O -1.654 2.202 -0.200
2 C -0.721 1.491 0.198
3 N -0.732 0.053 -0.054
4 C -1.907 -0.636 -0.304
5 S -2.239 -2.209 -0.009
6 C 0.511 -0.307 0.594
7 C 1.680 -0.296 -0.464
8 Cl 3.325 -0.825 -0.027
9 H 0.192 2.102 0.668
10 H -2.615 0.127 -0.382
11 H 0.330 -1.508 0.826
12 H 0.618 0.296 1.537
13 H 1.906 0.584 -1.274
14 H 1.306 -1.076 -1.109

Values from the calculation:
ΔE to the lowest compared entry with this formula, charge and spin = 270.2 kJ/mol
E_HOMO = -0.3407 Eh
SMILES string = O=CN(C=S)CCCl

Atomic partial charges in e from the natural (NBO) method, atoms 1 to 8: atom 1 (O): -0.542, atom 2 (C): 0.507, atom 3 (N): -0.479, atom 4 (C): -0.065, atom 5 (S): -0.027, atom 6 (C): -0.259, atom 7 (C): -0.418, atom 8 (Cl): -0.042